No. 1
The following is a quantum chemistry calculation of 3 unconnected molecules or ions with the total composition C24H57N2O3P, from the Open Molecules 2025 dataset.

Geometry as XYZ:
```
87
Properties=species:S:1:pos:R:3:forces:R:3:mulliken_charge:R:1
C -4.3597 6.5422 1.7751 -0.030 0.046 -0.022 -0.744
O -3.0135 6.4020 2.1763 0.012 -0.029 0.158 -0.401
C -2.4982 5.0981 1.9952 0.044 -0.032 -0.097 -0.597
C -1.0205 5.1074 2.3660 0.009 0.117 -0.028 -0.096
C -0.7565 4.7415 3.8249 -0.105 0.070 -0.024 -1.122
C -1.0915 3.2835 4.2021 -0.064 0.051 0.089 0.117
C 0.0963 2.4706 4.7371 0.084 0.180 -0.039 -1.159
C 0.9046 1.6888 3.6998 0.074 -0.024 0.001 -0.684
C 0.0567 0.8202 2.7668 0.032 -0.131 -0.080 -1.220
C -0.3905 1.5170 1.4664 0.194 -0.078 0.319 1.022
N 0.2476 0.9747 0.2623 -0.381 0.500 -0.585 0.628
C -0.6184 0.0642 -0.4777 0.017 -0.269 -0.020 0.168
C -1.8566 0.6423 -1.1751 -0.070 -0.033 -0.216 -0.601
O -3.0388 0.4848 -0.4061 0.115 0.020 0.334 -0.408
C -3.7377 1.6616 -0.0698 -0.038 0.023 -0.096 -0.518
P 1.2913 2.0870 -0.5642 0.006 0.032 0.289 -0.144
N 0.3698 3.5237 -0.8652 -0.075 -0.232 0.334 -0.617
O 1.2271 1.4452 -2.0762 -0.110 0.006 -0.098 -0.427
H -4.8807 5.5808 1.7405 0.017 -0.011 0.048 0.326
H -4.4144 7.0043 0.7845 -0.029 -0.049 -0.014 0.251
H -4.8705 7.1841 2.4930 0.009 0.028 -0.032 0.264
H -3.0572 4.3957 2.6296 0.004 -0.052 -0.064 0.384
H -2.6392 4.7794 0.9521 0.005 0.058 -0.018 0.452
H -0.4687 4.4497 1.6891 -0.050 0.034 0.151 -0.601
H -0.6614 6.1215 2.1760 0.028 -0.010 -0.055 0.542
H 0.2843 4.9622 4.0741 0.024 -0.042 -0.053 0.452
H -1.3582 5.4197 4.4360 0.059 0.015 0.028 0.415
H -1.5464 2.7782 3.3441 0.009 -0.035 0.092 -0.121
H -1.8634 3.2887 4.9737 -0.026 0.018 -0.021 0.494
H -0.2498 1.7743 5.5052 -0.072 -0.071 -0.097 0.354
H 0.7719 3.1649 5.2465 -0.017 -0.078 0.115 0.384
H 1.6014 1.0468 4.2437 0.040 0.035 0.002 0.396
H 1.5306 2.3630 3.1038 -0.057 0.016 -0.032 0.324
H 0.6380 -0.0516 2.4617 -0.047 -0.041 0.032 0.428
H -0.8150 0.4493 3.3149 0.029 -0.032 0.005 0.453
H -1.4740 1.4335 1.3581 -0.020 0.052 -0.045 -0.014
H -0.1810 2.5867 1.5537 0.063 -0.153 -0.058 -0.724
H -0.9752 -0.7034 0.2155 0.023 0.003 0.009 0.151
H -0.0323 -0.4548 -1.2320 0.141 0.036 0.033 -0.203
H -1.7125 1.6962 -1.4336 0.033 0.009 0.011 0.280
H -2.0018 0.1043 -2.1182 -0.022 0.009 0.006 0.491
H -4.2000 1.5232 0.9080 -0.011 -0.051 -0.009 0.259
H -3.0682 2.5277 -0.0081 -0.024 -0.009 -0.005 0.064
H -4.5256 1.8726 -0.8001 0.035 0.068 -0.016 0.307
H -0.6389 3.4307 -0.8181 -0.050 0.011 -0.099 0.319
H 0.6417 4.2552 -0.2187 0.076 0.103 -0.214 0.349
H 0.6880 1.9990 -2.6586 0.130 -0.077 0.075 0.307
C -2.7023 -3.1861 0.5261 0.019 0.037 -0.001 -0.846
C -1.3552 -3.7700 0.1116 -0.043 0.046 -0.026 0.007
C -1.2872 -5.2926 0.2121 0.008 -0.012 0.009 -0.996
C -1.4922 -5.8485 1.6228 -0.007 -0.005 -0.004 -0.737
C -0.5157 -5.3130 2.6692 0.017 -0.024 0.005 -0.294
C 0.9428 -5.6398 2.3662 -0.014 0.027 0.012 -1.177
H -2.9342 -3.4013 1.5708 0.006 -0.023 -0.001 0.249
H -2.7199 -2.1022 0.4061 -0.034 0.002 -0.008 0.091
H -3.5098 -3.5938 -0.0866 0.000 -0.038 0.019 0.333
H -0.5612 -3.3213 0.7164 0.019 -0.005 -0.013 0.113
H -1.1439 -3.4820 -0.9224 0.014 0.017 0.008 0.401
H -0.3239 -5.6316 -0.1786 0.001 -0.007 0.008 0.346
H -2.0472 -5.7258 -0.4460 -0.004 0.009 -0.003 0.383
H -1.4050 -6.9390 1.5822 0.007 -0.001 0.009 0.412
H -2.5139 -5.6420 1.9527 -0.004 0.005 -0.011 0.300
H -0.7837 -5.7354 3.6411 0.005 0.010 0.007 0.374
H -0.6333 -4.2302 2.7690 -0.017 0.003 0.001 0.193
H 1.0909 -6.7192 2.2880 0.002 -0.001 -0.019 0.303
H 1.6011 -5.2691 3.1527 0.001 -0.009 0.005 0.379
H 1.2706 -5.1901 1.4276 0.000 0.001 -0.003 0.252
C 4.9112 -1.2542 -6.9785 -0.009 0.024 0.021 -1.203
C 5.1314 -1.0587 -5.4820 0.015 -0.008 -0.022 -0.291
C 5.0096 -2.3492 -4.6730 0.002 -0.009 0.009 -0.710
C 3.6379 -3.0234 -4.7439 0.007 0.000 -0.008 -0.793
C 2.4700 -2.1418 -4.3040 -0.003 -0.013 0.027 -0.427
C 2.5655 -1.6765 -2.8549 0.001 -0.049 -0.046 -0.537
H 3.9065 -1.6215 -7.1937 -0.001 -0.002 -0.001 0.280
H 5.0395 -0.3168 -7.5212 0.009 -0.002 -0.004 0.382
H 5.6234 -1.9756 -7.3853 -0.011 -0.015 -0.002 0.294
H 4.4260 -0.3139 -5.1030 0.004 -0.001 0.016 0.188
H 6.1276 -0.6398 -5.3180 -0.003 0.012 -0.001 0.368
H 5.2593 -2.1378 -3.6299 -0.010 -0.006 0.004 0.309
H 5.7644 -3.0602 -5.0244 0.006 0.007 -0.006 0.410
H 3.6601 -3.9203 -4.1166 -0.008 0.002 0.005 0.364
H 3.4547 -3.3754 -5.7629 0.011 0.002 -0.005 0.334
H 1.5421 -2.7041 -4.4410 -0.008 0.011 -0.002 0.393
H 2.3936 -1.2701 -4.9605 -0.001 -0.008 -0.015 0.190
H 2.6155 -2.5316 -2.1760 0.018 0.003 0.007 0.332
H 1.7023 -1.0726 -2.5816 -0.008 0.019 0.022 -0.234
H 3.4495 -1.0603 -2.6848 0.001 0.002 0.006 0.286
```
Positions in Å, forces in eV/Å.

As for the HOMO-LUMO gap: 9.0 eV. The SMILES is COCCCCCCCCN(CCOC)P(N)O.CCCCCC.CCCCCC.


No. 2
The following is a quantum chemistry calculation of a single C6H11NO2 molecule in a non-equilibrium geometry, from the Open Molecules 2025 dataset.

Geometry as XYZ:
```
20
Properties=species:S:1:pos:R:3:forces:R:3:mulliken_charge:R:1
C -0.0423 0.2907 1.4184 -0.675 -0.207 0.472 -0.824
C 2.2179 -1.2099 -0.3041 -0.112 -0.675 0.094 -0.900
C -0.1694 2.0824 -0.5293 0.396 -0.528 -0.476 -1.306
C -1.6022 -0.0618 -0.2552 -0.872 1.492 -0.321 0.366
C -0.7230 0.9372 0.2348 -0.772 -1.464 0.595 0.572
C 0.0102 -1.0007 0.6130 2.626 1.024 -1.355 -0.011
O -1.7031 -0.2966 -1.5840 0.771 0.205 0.771 -0.573
O -2.6459 -0.4861 0.5269 0.463 -0.207 -0.771 -0.458
N 0.7989 -1.0782 -0.4982 -0.932 0.341 0.723 -0.544
H -3.0861 -1.1950 0.0340 0.104 -0.070 0.154 0.399
H -0.7269 -0.3911 -1.8282 -0.597 -0.386 0.128 0.427
H 0.9371 0.7028 1.6581 -0.066 0.016 -0.062 0.332
H -0.6879 0.2452 2.3012 0.275 0.026 0.049 0.295
H -0.3229 -1.9385 1.0988 -0.754 0.328 -0.105 0.426
H 2.4673 -2.1249 0.2606 0.198 -0.048 -0.058 0.289
H 2.7223 -1.2789 -1.2711 -0.027 0.111 0.123 0.293
H 2.6565 -0.3827 0.2728 0.119 0.201 -0.057 0.224
H 0.9066 2.1936 -0.3922 -0.012 -0.064 0.074 0.342
H -0.3553 1.9949 -1.5996 -0.128 0.098 0.038 0.299
H -0.6520 2.9979 -0.1568 -0.003 -0.193 -0.020 0.350
```
Positions in Å, forces in eV/Å.

As for the HOMO-LUMO gap (alpha / beta): 6.5 / 6.5 eV. The SMILES is C/N=C\CC(C)=C(O)O.


No. 3
The following is a quantum chemistry calculation of a gas-phase ion, C3H10IN2O (charge +1) in a non-equilibrium geometry, from the Open Molecules 2025 dataset.

Geometry as XYZ:
```
17
Properties=species:S:1:pos:R:3:forces:R:3:mulliken_charge:R:1
C -1.4471 1.5676 -0.3563 -0.939 -0.865 0.256 -0.791
C 0.0027 -1.0491 0.3409 2.741 0.935 0.644 0.341
C 0.7276 0.3631 0.4303 -0.206 -1.024 -0.135 -0.934
N 0.9311 -2.0074 0.8892 -0.750 -1.785 -2.955 -0.581
N 0.0189 1.2477 -0.5587 -0.694 -2.105 -1.332 -0.190
O -0.1644 -1.2039 -1.0281 -0.015 -2.295 -1.523 -0.549
I 2.8883 0.3891 -0.2022 -1.701 -0.075 0.541 0.201
H -1.6409 1.8059 0.7104 0.257 -0.642 -0.553 0.336
H -1.7737 2.4654 -0.8767 0.654 0.023 -0.415 0.362
H -2.0723 0.7280 -0.7567 0.696 0.645 0.729 0.304
H -0.9190 -0.9403 0.9430 -0.201 -0.228 -0.787 0.319
H 0.6219 0.7553 1.4377 0.239 0.392 -0.052 0.597
H 0.7057 -2.9947 0.6220 0.075 1.307 0.477 0.226
H 1.0733 -1.9697 1.8463 0.160 0.230 2.181 0.193
H 0.5012 2.0765 -0.4768 1.468 2.613 -0.377 0.346
H 0.2447 0.7787 -1.5205 -0.802 1.051 1.882 0.454
H 0.3020 -2.0123 -1.4439 -0.981 1.822 1.420 0.364
```
Positions in Å, forces in eV/Å.

As for the HOMO-LUMO gap: 9.6 eV. The SMILES is C[NH2+][C@H](I)[C@H](N)O. The net charge is +1.


No. 4
The following is a quantum chemistry calculation of a molecular structure, C38H34N6PPd, from the Open Molecules 2025 dataset.

Geometry as XYZ:
```
80
Properties=species:S:1:pos:R:3:forces:R:3:mulliken_charge:R:1
Pd -0.0865 0.6748 1.2337 -0.838 -0.521 0.160 -0.535
C 0.8516 -5.1883 5.3601 -0.043 0.069 -0.070 -1.582
C 0.6080 -4.2288 4.2216 0.008 -0.107 0.080 0.320
C -0.3339 -4.4909 3.2284 -0.070 -0.021 -0.037 -1.178
C -0.5927 -3.5826 2.2248 -0.017 -0.059 -0.015 -0.184
C 0.1000 -2.3610 2.1061 -0.246 0.091 -0.132 -0.075
N -0.2125 -1.4629 1.1099 0.446 0.086 -0.245 0.923
C -0.7891 -1.9010 -0.0737 -0.098 -0.035 0.187 -0.510
C -0.2007 -2.9244 -0.8374 0.040 0.027 -0.034 0.189
C -0.6643 -3.2765 -2.0873 0.027 0.000 -0.002 -0.791
C -1.7491 -2.6111 -2.6627 0.032 -0.094 -0.093 0.274
C -2.2117 -2.9154 -4.0659 0.051 0.020 0.095 -1.612
C -2.3689 -1.6380 -1.9060 -0.121 0.132 -0.005 -0.299
C -1.9332 -1.3031 -0.6235 -0.096 0.074 -0.012 0.331
N -2.7219 -0.3507 0.1126 -0.004 -0.171 0.045 0.859
C -3.9921 0.0257 -0.1597 -0.065 -0.051 -0.042 -0.020
C -4.3896 0.9221 0.8034 -0.014 0.032 0.071 -1.227
C -3.2872 1.0314 1.6526 -0.024 -0.130 0.105 -0.431
N -2.2928 0.2507 1.2402 0.201 0.427 -0.205 -0.713
C 1.0563 -2.1181 3.1027 0.092 0.107 0.103 0.347
C 1.2759 -3.0236 4.1400 0.070 0.105 0.043 -0.441
N 1.8863 -0.9468 3.0963 -0.044 -0.100 0.033 0.374
C 3.1744 -0.9031 3.4918 0.017 -0.090 -0.137 -0.164
C 3.5774 0.4120 3.4924 -0.008 0.088 0.071 -1.256
C 2.4448 1.1166 3.0877 0.019 -0.012 -0.057 -0.021
N 1.4218 0.2956 2.8508 0.082 0.034 0.115 -0.554
H 0.6434 -6.2143 5.0570 0.012 0.017 -0.002 0.384
H 0.2083 -4.9621 6.2138 0.005 0.004 -0.025 0.297
H 1.8847 -5.1410 5.7049 -0.008 0.001 -0.006 0.377
H -0.8992 -5.4165 3.2619 0.020 0.034 -0.023 0.385
H -1.3580 -3.7991 1.4902 0.012 -0.043 0.032 0.476
H 0.6654 -3.4214 -0.4161 -0.012 -0.007 -0.006 0.563
H -0.1628 -4.0626 -2.6417 -0.015 0.027 0.029 0.417
H -1.9445 -3.9322 -4.3517 -0.020 0.007 -0.001 0.439
H -1.7465 -2.2369 -4.7858 0.002 -0.002 0.025 0.217
H -3.2927 -2.8072 -4.1620 0.021 -0.008 0.011 0.380
H -3.2145 -1.1172 -2.3403 0.051 -0.022 0.032 0.001
H -4.5481 -0.3941 -0.9791 0.041 -0.015 0.039 0.535
H -5.3498 1.3999 0.8977 0.036 -0.040 -0.016 0.505
H -3.1889 1.5915 2.5701 0.042 0.020 -0.054 0.592
H 1.9876 -2.7648 4.9165 -0.001 0.022 -0.039 0.584
H 3.7127 -1.8079 3.7197 -0.043 0.034 -0.010 0.533
H 4.5490 0.8056 3.7393 -0.059 -0.044 0.006 0.447
H 2.3418 2.1795 2.9375 -0.016 -0.022 -0.019 0.407
N -0.2854 2.9289 1.6778 0.074 0.028 -0.067 -0.218
C -0.2724 3.8762 0.5717 -0.009 -0.036 0.049 -0.413
C -0.3568 5.2374 0.8191 0.016 0.052 0.036 -0.501
C -0.3382 6.1380 -0.2351 -0.002 -0.018 -0.015 -0.639
C -0.2354 5.6754 -1.5395 0.009 0.003 -0.013 -0.786
C -0.1573 4.3137 -1.7868 0.020 0.027 -0.010 -0.755
C -0.1714 3.4009 -0.7335 -0.125 -0.077 -0.050 0.048
P -0.1206 1.6033 -1.0036 0.683 0.053 0.167 3.367
C -0.4826 1.3705 -2.7609 -0.300 -0.106 0.070 0.242
C -1.8254 1.4206 -3.1430 0.046 0.030 -0.012 -0.087
C -2.1789 1.2570 -4.4728 0.017 0.005 0.057 -0.717
C -1.1931 1.0256 -5.4244 0.004 -0.002 -0.012 -0.644
C 0.1412 0.9708 -5.0480 0.030 -0.008 0.020 -0.744
C 0.5026 1.1433 -3.7178 -0.026 0.013 -0.005 -0.414
C 1.6316 1.1466 -0.7970 0.243 0.166 -0.355 -0.052
C 2.0029 -0.1714 -1.0909 -0.018 0.011 0.065 -0.252
C 3.3091 -0.5865 -0.9010 0.036 0.022 0.032 -0.802
C 4.2616 0.3072 -0.4234 0.014 -0.018 -0.012 -0.709
C 3.9076 1.6195 -0.1476 0.003 -0.008 0.032 -0.678
C 2.5996 2.0407 -0.3344 -0.082 0.012 -0.022 -0.870
H -1.1715 2.9939 2.1681 -0.065 0.002 0.014 0.298
H 0.4259 3.1804 2.3551 0.036 0.052 0.034 0.269
H -0.4393 5.5940 1.8399 0.005 -0.011 -0.025 0.481
H -0.4079 7.1992 -0.0364 0.009 -0.011 -0.002 0.411
H -0.2169 6.3761 -2.3645 -0.008 -0.032 0.024 0.455
H -0.0834 3.9538 -2.8053 -0.012 0.003 0.011 0.516
H -2.5904 1.5936 -2.3916 0.000 -0.011 -0.037 0.445
H -3.2195 1.3039 -4.7672 0.010 -0.001 0.004 0.459
H -1.4660 0.8885 -6.4632 0.003 0.009 0.024 0.417
H 0.9085 0.7962 -5.7917 -0.022 0.002 0.017 0.454
H 1.5455 1.1051 -3.4309 -0.013 -0.005 -0.017 0.453
H 1.2641 -0.8681 -1.4694 0.004 -0.023 0.027 0.581
H 3.5865 -1.6091 -1.1238 -0.012 0.018 -0.008 0.486
H 5.2841 -0.0183 -0.2757 -0.038 0.002 -0.002 0.405
H 4.6517 2.3190 0.2120 -0.011 -0.009 -0.015 0.448
H 2.3315 3.0718 -0.1349 0.017 0.001 0.002 0.479
```
Positions in Å, forces in eV/Å.

As for the HOMO-LUMO gap (alpha / beta): 7.1 / 5.0 eV. As for the spin multiplicity: 3. The net charge is +1.


No. 5
The following is a quantum chemistry calculation of 2 unconnected molecules or ions with the total composition C4H10O2, from the Open Molecules 2025 dataset.

Geometry as XYZ:
```
16
Properties=species:S:1:pos:R:3:forces:R:3:mulliken_charge:R:1
C -2.0512 0.1499 0.4445 -0.008 -0.001 0.045 -1.225
C -0.7642 -0.4796 -0.0430 0.000 -0.262 0.022 0.713
O -0.4987 -1.6404 0.2133 -0.157 0.395 -0.151 -0.637
C 0.1634 0.3773 -0.8829 -0.010 0.030 0.036 -0.504
C 1.6303 -0.1043 -0.8875 0.000 0.126 -0.307 -0.445
O 2.0403 -0.7086 0.3170 0.004 -0.191 -0.020 -0.537
H -2.4053 -0.3879 1.3275 0.040 0.063 -0.177 0.337
H -1.9212 1.2122 0.6767 -0.011 -0.205 -0.062 0.333
H -2.8116 0.0657 -0.3424 0.130 0.020 0.090 0.345
H 0.3367 0.7909 2.1653 0.021 0.045 0.080 0.136
H 1.4590 -1.4779 0.4309 0.124 0.116 0.085 0.343
H 0.0831 1.4201 -0.5587 0.014 -0.166 0.049 0.302
H -0.2331 0.3512 -1.9082 0.038 0.018 0.117 0.390
H 2.2786 0.7662 -1.0252 -0.075 -0.138 -0.072 0.296
H 1.7993 -0.7797 -1.7375 -0.048 0.055 0.128 0.272
H 0.8947 0.4449 1.8102 -0.062 0.095 0.138 -0.118
```
Positions in Å, forces in eV/Å.

As for the HOMO-LUMO gap: 10.9 eV. The SMILES is CC(=O)CCO.[H][H].


Number 1: total energy -44224.1606 eV. Number 2: total energy -11980.2984 eV. Number 3: total energy -16393.9454 eV. Number 4: total energy -61661.3267 eV. Number 5: total energy -8403.9893 eV.